Here is a 16-piece molecular cluster, C82H212N16O25 overall in a non-equilibrium geometry from the OMol25 dataset. Energies are from ωB97M-V/def2-TZVPD.

Summary:
E_LUMO   0.57 eV
E_tot   -163482.3009 eV
F_max   3.2 eV Å⁻¹
Energy above the lowest of the compared OMol25 structures with the same formula, charge and spin   75.64 kcal per mole

Last column: Mulliken charge in e.
Positions of all 335 atoms, in Å:
O 17.23 -31.55 -0.77  -0.146
O 21.30 -26.62 -10.04  -0.609
O 21.80 -27.23 -5.87  -0.467
O 17.27 -26.88 3.58  -0.446
O 11.88 -26.46 -0.63  -0.349
O 21.66 -21.94 -4.93  -0.433
O 14.84 -24.68 -7.07  1.598
O 20.61 -32.00 -5.74  -0.378
O 11.42 -20.62 -5.22  -0.266
O 20.28 -30.46 -12.42  -0.049
O 14.28 -20.96 -11.22  -0.183
O 14.26 -24.59 -14.03  -0.513
O 22.67 -35.73 -4.19  -0.373
O 14.74 -31.50 -4.78  -0.418
O 16.34 -21.64 -5.98  0.539
O 16.92 -28.59 -7.50  0.809
O 10.83 -28.34 -9.15  -0.005
O 11.34 -28.55 -4.71  -0.473
O 17.26 -20.24 -0.89  -0.519
O 21.76 -24.54 -14.58  -0.333
O 17.55 -25.14 -4.13  0.241
O 17.99 -32.22 -8.50  0.364
O 26.23 -27.22 -2.66  -0.363
O 19.67 -24.02 0.17  0.368
O 13.86 -32.42 -12.21  -0.412
N 12.42 -26.40 -3.44  -0.376
N 13.95 -23.44 -9.69  0.010
N 14.09 -22.02 -0.42  -0.213
N 22.66 -25.93 -0.94  -0.481
N 13.62 -30.08 -10.69  0.393
N 18.40 -27.49 -13.50  0.025
N 23.74 -27.89 -3.34  -0.295
N 15.09 -27.50 -12.02  1.016
N 20.15 -25.28 -12.15  0.104
N 20.34 -33.68 -3.49  -0.036
N 23.71 -23.28 -2.15  -0.333
N 13.62 -22.46 -5.63  0.587
N 16.02 -26.00 0.19  0.161
N 16.20 -33.46 -6.51  -0.117
N 16.75 -27.92 -4.67  1.283
N 15.10 -33.97 0.97  -0.738
C 14.33 -25.31 -12.86  -0.221
C 21.55 -30.85 -12.75  -0.898
C 20.61 -30.95 -6.65  -0.217
C 10.44 -29.23 -5.58  -0.723
C 15.41 -20.69 -5.51  -1.129
C 13.33 -26.00 -2.41  0.508
C 22.70 -28.59 -4.18  -1.652
C 23.70 -20.92 -2.95  -1.630
C 14.60 -26.83 -13.18  0.505
C 12.85 -21.82 -6.70  0.238
C 18.48 -32.00 -9.84  -0.806
C 20.92 -26.25 -6.17  0.472
C 20.04 -29.19 -13.10  -1.031
C 14.01 -30.73 -3.83  0.232
C 13.82 -31.41 -10.01  -0.196
C 12.83 -29.17 -9.91  0.866
C 21.68 -27.80 -9.39  0.220
C 14.63 -32.20 -11.00  -0.300
C 20.64 -32.31 -3.33  -1.230
C 11.36 -29.30 -10.02  -0.794
C 20.34 -24.35 -14.44  -0.476
C 22.97 -35.05 -5.43  -0.325
C 14.72 -33.06 -13.14  -0.576
C 19.92 -26.40 -9.97  2.160
C 14.40 -24.78 -9.43  0.699
C 16.20 -33.37 0.22  0.624
C 19.70 -23.05 1.17  -0.987
C 13.24 -27.45 -13.54  -1.807
C 16.24 -24.91 -7.17  -0.821
C 12.14 -27.77 -5.50  -1.049
C 13.13 -27.00 -4.60  1.019
C 22.94 -22.29 -2.88  0.714
C 20.92 -24.71 0.28  -1.570
C 17.75 -27.53 -3.71  0.634
C 14.40 -21.04 -9.86  -1.252
C 22.42 -22.87 -4.21  0.763
C 18.32 -20.44 -1.82  0.008
C 20.73 -22.42 -5.80  -0.219
C 14.88 -22.36 -9.40  0.566
C 16.18 -25.81 1.67  1.887
C 16.42 -28.65 -8.85  0.746
C 16.59 -34.28 -0.90  -1.299
C 14.85 -25.63 2.26  -1.778
C 27.17 -26.99 -1.60  -0.760
C 15.07 -20.97 -0.14  0.224
C 14.04 -23.21 -13.78  -0.790
C 20.38 -27.02 -0.68  -0.543
C 17.68 -29.83 -13.53  -1.615
C 17.44 -30.17 -0.80  -0.662
C 17.47 -26.11 -3.15  1.197
C 22.61 -34.85 -3.07  -0.547
C 15.60 -33.62 -5.17  -1.503
C 10.13 -20.52 -4.60  -0.756
C 18.20 -33.52 -7.91  -1.636
C 14.34 -21.61 -4.77  0.094
C 19.70 -25.12 -10.77  -1.367
C 18.60 -28.80 -12.97  2.298
C 10.74 -26.07 0.03  -0.918
C 11.41 -21.57 -6.31  -1.242
C 24.38 -26.71 -3.95  0.162
C 15.42 -21.01 1.36  -1.457
C 21.56 -27.72 -4.56  2.277
C 9.41 -28.13 -9.08  -1.037
C 17.25 -23.90 -3.60  0.087
C 12.62 -25.41 -1.23  0.036
C 15.99 -31.93 -0.17  -0.359
C 21.15 -25.68 -0.92  1.840
C 13.66 -19.79 -11.67  -0.875
C 22.25 -24.75 -15.93  -0.735
C 16.94 -27.00 2.20  -0.499
C 17.18 -21.09 -6.96  -0.550
C 19.86 -24.14 -13.04  -0.765
C 14.02 -25.27 -8.06  -1.118
C 25.38 -26.14 -2.93  -0.674
C 21.09 -34.62 -2.65  -1.031
C 15.67 -32.44 -4.19  0.749
C 16.32 -29.49 -6.56  0.199
C 17.00 -29.21 -5.21  0.050
C 18.35 -26.03 3.87  -0.241
C 16.25 -21.24 -1.06  1.017
C 20.04 -31.54 -4.49  1.375
C 17.64 -33.48 -6.55  0.868
H 23.83 -20.62 -1.90  0.395
H 21.99 -22.10 -2.39  -0.056
H 16.46 -25.99 -2.77  -0.660
H 15.95 -22.49 -9.83  0.197
H 11.82 -27.10 -3.05  0.432
H 14.47 -24.67 1.93  0.200
H 18.06 -29.41 -5.52  -0.624
H 20.94 -28.62 -9.57  0.048
H 24.91 -25.80 -2.06  0.209
H 27.97 -26.39 -2.03  0.276
H 16.67 -20.99 -7.92  -0.228
H 20.62 -28.30 -4.53  -1.423
H 21.74 -27.65 -8.27  -0.435
H 17.93 -29.92 -14.60  0.455
H 16.66 -29.47 -13.43  0.315
H 20.60 -33.89 -4.42  0.062
H 19.27 -33.81 -7.84  0.363
H 10.04 -25.59 -0.63  0.340
H 23.32 -23.20 -4.80  0.137
H 18.42 -28.62 -11.89  -1.596
H 19.11 -19.70 -1.68  0.359
H 13.93 -27.64 -4.22  -0.388
H 17.70 -34.32 -8.47  0.430
H 10.78 -21.19 -7.14  0.415
H 14.80 -25.65 3.34  0.452
H 13.27 -20.87 -7.04  -0.242
H 21.66 -23.92 0.22  0.468
H 11.95 -24.63 -1.63  0.500
H 16.57 -22.25 -0.86  -0.197
H 20.66 -27.56 0.27  0.409
H 19.30 -26.78 -0.72  -0.324
H 23.33 -24.90 -15.91  0.234
H 21.68 -32.14 -3.19  0.573
H 16.52 -29.67 -9.24  -0.476
H 15.19 -26.90 -14.07  0.311
H 14.23 -33.10 -14.12  0.303
H 15.08 -20.30 -9.47  0.581
H 10.99 -22.56 -5.97  0.348
H 16.57 -30.51 -6.83  -0.266
H 21.09 -25.41 -5.48  -0.720
H 23.17 -33.96 -3.21  0.330
H 13.42 -20.83 -9.38  0.389
H 23.23 -20.13 -3.49  0.374
H 13.17 -28.19 -10.20  -0.661
H 19.61 -30.65 -6.93  -0.160
H 9.92 -30.08 -5.09  0.353
H 18.20 -25.85 -2.31  -0.722
H 14.57 -20.01 -0.54  0.278
H 15.90 -34.40 -1.72  0.218
H 20.20 -29.27 -14.16  0.512
H 14.53 -33.90 -5.31  0.320
H 21.79 -25.68 -16.23  0.310
H 23.63 -25.98 -4.23  -0.174
H 17.96 -25.22 4.48  0.278
H 21.70 -31.81 -12.26  0.256
H 17.57 -34.03 -1.34  0.238
H 9.72 -28.58 -6.04  0.322
H 18.07 -23.58 -2.94  0.159
H 13.49 -31.42 -3.17  0.627
H 21.07 -22.46 -6.78  0.394
H 13.87 -23.37 -10.70  0.314
H 14.90 -22.70 -13.30  0.248
H 14.71 -28.44 -11.96  -0.461
H 18.61 -27.56 -14.53  0.329
H 17.98 -21.79 -7.14  0.005
H 13.64 -19.80 -12.75  0.236
H 16.73 -24.39 -7.99  0.191
H 13.67 -22.01 -1.37  0.008
H 18.87 -25.68 3.01  -0.221
H 15.21 -29.31 -6.41  -0.253
H 8.89 -29.11 -8.99  0.410
H 17.02 -28.02 -9.48  -0.113
H 26.08 -25.32 -3.24  0.471
H 13.13 -30.26 -11.57  0.290
H 13.31 -28.41 -13.96  0.431
H 15.45 -31.59 -11.25  -0.198
H 24.43 -28.54 -3.07  0.279
H 16.47 -28.00 2.05  0.167
H 14.68 -30.10 -3.25  -0.105
H 16.15 -34.49 -4.76  0.409
H 15.29 -25.35 -0.15  -0.269
H 11.05 -25.42 0.85  0.316
H 23.00 -26.28 -0.03  0.302
H 21.46 -26.86 -3.85  0.257
H 20.29 -23.40 -5.54  -0.101
H 22.29 -30.21 -12.26  0.316
H 14.17 -34.04 0.56  0.230
H 17.57 -20.12 -6.66  0.399
H 24.70 -21.09 -3.35  0.383
H 18.14 -32.69 -5.98  -0.758
H 19.89 -21.74 -5.85  0.119
H 18.81 -23.97 -13.07  0.408
H 22.29 -34.23 -5.69  -0.019
H 13.36 -25.21 -12.35  0.263
H 13.16 -23.06 -13.13  0.285
H 16.70 -29.98 -4.52  -0.143
H 12.83 -22.43 -7.56  0.278
H 13.85 -22.69 -14.69  0.427
H 21.83 -23.75 -3.84  -0.616
H 19.71 -23.52 2.14  0.268
H 15.79 -32.53 -6.74  -0.101
H 13.55 -26.19 -5.15  -0.318
H 22.65 -28.05 -9.70  0.455
H 19.89 -26.60 -6.08  0.052
H 21.96 -23.97 -16.61  0.288
H 14.60 -20.65 1.97  0.436
H 15.70 -32.54 -13.30  0.136
H 14.99 -20.05 -6.27  0.407
H 13.03 -24.94 -7.76  0.290
H 16.72 -32.11 -4.07  -0.461
H 23.17 -29.04 -5.06  0.372
H 17.97 -20.33 -2.92  -0.012
H 18.80 -27.58 -4.01  -0.605
H 14.92 -34.15 -12.90  0.278
H 11.09 -30.33 -9.76  0.366
H 16.73 -24.91 2.01  -0.402
H 24.87 -26.96 -4.92  0.396
H 15.09 -31.62 -0.79  0.095
H 14.13 -26.37 -7.92  -0.540
H 22.83 -26.66 -1.63  0.106
H 19.12 -26.53 4.47  0.313
H 18.33 -29.94 -1.41  -0.068
H 20.08 -30.50 -4.35  -0.340
H 19.36 -27.32 -10.42  -0.994
H 13.78 -25.39 -10.12  -0.043
H 20.65 -35.59 -2.68  0.501
H 9.35 -20.34 -5.34  0.290
H 13.34 -24.94 -0.48  -0.358
H 16.57 -29.68 -1.29  0.153
H 15.89 -21.26 -2.10  -0.553
H 16.30 -20.44 1.54  0.413
H 17.08 -23.11 -4.34  -0.204
H 20.64 -28.41 -12.60  0.292
H 13.29 -30.10 -4.30  -0.567
H 24.66 -23.41 -2.34  0.350
H 15.17 -24.93 -12.20  0.055
H 22.93 -35.74 -6.26  0.312
H 27.52 -27.99 -1.32  0.252
H 15.83 -20.12 -4.70  0.641
H 12.60 -27.46 -12.67  0.297
H 19.48 -26.29 -8.95  -0.097
H 12.83 -26.85 -14.35  0.471
H 16.34 -23.82 -3.02  -0.081
H 17.86 -27.10 1.60  0.112
H 20.56 -27.63 -1.56  -0.168
H 14.93 -22.42 -8.31  -0.428
H 19.54 -32.28 -9.94  0.466
H 21.23 -30.12 -6.21  -0.112
H 13.97 -25.22 -2.81  -0.376
H 17.51 -29.75 0.15  0.617
H 20.21 -24.25 -10.31  0.447
H 14.93 -33.39 1.82  0.300
H 19.89 -25.26 -14.87  0.172
H 16.11 -27.49 -11.95  -0.492
H 16.39 -25.94 -7.42  -0.061
H 20.03 -23.46 -15.02  0.413
H 13.32 -21.92 0.22  0.267
H 20.56 -22.39 1.05  0.346
H 20.90 -25.19 -1.87  -0.715
H 26.69 -26.54 -0.71  0.296
H 15.38 -28.34 -8.87  -0.407
H 17.94 -34.41 -6.09  0.709
H 15.49 -24.99 -9.63  -0.449
H 11.60 -27.02 -6.05  0.863
H 19.02 -31.81 -4.54  -0.541
H 18.35 -30.93 -10.08  -0.216
H 20.21 -31.86 -2.38  0.340
H 12.86 -31.91 -9.70  0.488
H 9.01 -27.65 -9.99  0.293
H 10.14 -19.62 -3.93  0.225
H 23.98 -34.54 -5.32  0.270
H 14.53 -31.22 -9.17  -0.230
H 10.95 -29.72 -6.46  0.065
H 12.98 -29.06 -8.83  -0.512
H 16.74 -27.19 -5.39  -0.360
H 21.11 -25.27 1.19  0.366
H 17.86 -32.55 -10.56  0.410
H 15.70 -22.03 1.64  0.145
H 9.13 -27.53 -8.18  0.213
H 12.62 -19.70 -11.29  0.367
H 14.18 -18.89 -11.29  0.312
H 9.91 -21.47 -4.03  0.280
H 18.76 -21.44 -1.74  -0.125
H 15.89 -31.39 0.83  0.219
H 14.21 -26.37 1.76  0.354
H 16.77 -35.31 -0.49  0.403
H 14.09 -26.81 -2.19  0.058
H 21.15 -25.53 -12.14  0.160
H 16.89 -25.68 -0.32  -0.210
H 13.56 -21.00 -4.27  0.577
H 21.73 -31.00 -13.85  0.298
H 10.32 -27.02 0.42  0.246
H 23.21 -24.17 -2.15  -0.180
H 11.09 -29.05 -10.99  0.499
H 18.89 -22.37 1.11  0.182
H 12.67 -28.44 -6.17  0.307
H 20.39 -23.24 -12.68  0.432
H 19.04 -26.83 -13.12  -0.198
H 17.61 -28.19 -2.85  -0.231
H 21.14 -31.35 -7.47  0.610
H 15.00 -33.15 -10.55  0.581
H 18.65 -24.82 -10.77  0.177
H 17.79 -30.75 -12.98  0.196
H 21.12 -25.90 -7.18  0.306
H 14.16 -23.23 -6.06  -0.183
H 22.31 -29.43 -3.63  0.384
H 17.00 -33.36 0.93  0.215
H 14.89 -22.13 -3.96  -0.695
H 20.98 -34.44 -1.61  0.513
H 16.76 -24.74 -6.28  -0.265
H 15.25 -32.71 -3.23  0.563
H 23.07 -35.47 -2.27  0.375